1.
C15H34CrNO2P2Si as an isolated structure. Source: the Open Molecules 2025 dataset; level of theory: ωB97M-V with the def2-TZVPD basis set.

The geometry in XYZ format:
```
56
Properties=species:S:1:pos:R:3
Cr 0.09 -0.40 0.12
P 1.95 -0.34 -1.28
C 1.11 -1.02 -2.80
C -0.38 -1.40 -2.57
N -0.98 -1.09 -1.37
C -2.30 -1.33 -1.13
C -3.02 -2.13 -2.02
C -2.37 -2.60 -3.18
C -1.07 -2.19 -3.49
C -2.97 -0.80 0.13
P -2.20 0.84 0.66
H -0.52 -2.51 -4.39
H -4.06 -2.35 -1.76
H -2.93 -3.20 -3.88
H -4.06 -0.67 -0.05
H -2.89 -1.54 0.97
H 1.18 -0.34 -3.60
H 1.69 -1.92 -3.06
H -0.16 2.36 -3.77
O -0.28 2.53 -4.67
H -0.63 1.69 -5.01
H -1.12 2.96 -0.24
O -0.28 2.65 -0.61
H 0.15 3.47 -0.91
C -3.32 1.99 -0.29
H -4.37 1.65 -0.39
H -3.38 2.97 0.22
H -2.97 2.16 -1.32
C -2.70 1.15 2.39
H -2.09 2.00 2.69
H -3.75 1.42 2.57
H -2.42 0.32 3.04
C 3.15 -1.66 -1.05
H 3.78 -1.70 -1.94
H 3.78 -1.50 -0.17
H 2.64 -2.62 -0.91
C 2.81 1.18 -1.72
H 3.52 1.41 -0.92
H 3.34 1.03 -2.67
H 2.12 2.03 -1.82
C 0.51 1.18 3.79
Si 1.55 -0.16 3.00
C 2.98 0.65 2.09
C 2.18 -1.33 4.31
C 0.52 -1.31 1.92
H 1.10 1.65 4.59
H -0.40 0.78 4.25
H 0.21 1.97 3.09
H 3.60 1.17 2.84
H 3.62 -0.08 1.58
H 2.67 1.40 1.35
H 1.34 -1.85 4.78
H 2.85 -2.07 3.87
H 2.73 -0.76 5.09
H 0.99 -2.19 1.42
H -0.52 -1.58 2.23
```

The net charge is +2. The expectation value of S² is 4.197. Its HOMO-LUMO gap (alpha / beta) is 7.315 / 8.873 eV. The multiplicity is 4. The calculated total energy is -2813.32014 hartree.



2.
A 2-piece molecular cluster, CH2O4S overall. Source: the Open Molecules 2025 dataset; level of theory: ωB97M-V with the def2-TZVPD basis set.

The geometry in XYZ format:
```
8
Properties=species:S:1:pos:R:3
C 1.10 0.48 -0.11
O -0.89 -1.28 0.27
O -2.38 0.71 0.15
O 0.02 1.07 -0.14
O 1.41 -0.60 -0.54
S -1.43 0.00 -0.56
H 2.21 1.30 0.80
H -0.04 -1.69 0.14
```

Its HOMO-LUMO gap is 9.876 eV. The relative energy (zero: lowest compared OMol25 entry of this formula, charge and spin) is 65.56 kcal/mol. The calculated total energy is -738.34521 hartree.



3.
C20H16Cl2O6PdS as an isolated structure. Source: the Open Molecules 2025 dataset; level of theory: ωB97M-V with the def2-TZVPD basis set.

The geometry in XYZ format:
```
46
Properties=species:S:1:pos:R:3
Pd 1.73 -0.66 2.81
O -2.56 -0.94 7.65
C -1.90 -0.95 6.66
C -1.43 0.33 5.90
O -1.80 1.45 6.03
C -0.38 -0.15 4.86
C -0.28 -1.70 4.93
O 0.52 -2.28 4.25
C -1.33 -2.21 5.95
O -1.65 -3.34 6.10
O 0.29 0.50 4.10
Cl 3.66 -0.09 4.17
C 4.75 -0.58 2.83
Cl 3.70 -1.20 1.51
H 5.39 -1.38 3.18
H 5.29 0.29 2.48
O 0.48 -0.88 1.39
S 0.23 0.02 0.12
C 0.85 -0.99 -1.25
C 1.11 -0.13 -2.46
C 0.45 -0.40 -3.65
C 0.73 0.35 -4.79
C 1.67 1.37 -4.73
C 2.32 1.65 -3.54
C 2.04 0.91 -2.40
C -1.56 -0.13 -0.05
C -2.00 0.40 -1.38
C -2.69 -0.44 -2.25
C -3.17 0.05 -3.45
C -2.94 1.38 -3.80
C -2.22 2.21 -2.95
C -1.75 1.72 -1.74
H 0.14 -1.79 -1.43
H 1.78 -1.40 -0.85
H -0.27 -1.20 -3.71
H 0.23 0.12 -5.72
H 1.90 1.95 -5.62
H 3.06 2.44 -3.49
H 2.55 1.14 -1.47
H -1.96 0.45 0.79
H -1.79 -1.19 0.11
H -2.87 -1.48 -1.97
H -3.73 -0.59 -4.11
H -3.33 1.76 -4.73
H -2.04 3.24 -3.22
H -1.21 2.38 -1.07
```

The net charge is +2. Its HOMO-LUMO gap is 4.537 eV. The relative energy (zero: lowest compared OMol25 entry of this formula, charge and spin) is 0.00 kcal/mol. The calculated total energy is -2668.86155 hartree.